Below is a single C6H5NOS2 molecule, with properties calculated with ωB97M-V with the def2-TZVPD basis set.

Bonds (Å) are listed after each position.
Geometry (Å):
1 C -0.88483 1.20822 0.29504  C2 1.361, C4 1.500, S9 1.760
2 C -1.49131 0.01026 0.07394  C1 1.361, N7 1.331, S10 1.865
3 C -0.85028 -2.40191 0.17635  N7 1.198, O8 1.171
4 C 0.56353 1.20784 0.68408  C1 1.500, C6 1.526, H11 1.151, H12 1.145
5 C 1.59419 -0.15460 -1.02765  C6 1.287, H13 1.062, H14 1.044
6 C 1.26119 -0.06516 0.21211  C4 1.526, C5 1.287, H15 1.102
7 N -0.98128 -1.21880 0.03993  C2 1.331, C3 1.198
8 O -0.71968 -3.56375 0.24965  C3 1.171
9 S -2.10493 2.42239 -0.06996  C1 1.760, S10 2.112
10 S -3.15954 0.63783 -0.47505  C2 1.865, S9 2.112
11 H 1.02534 2.12196 0.15933  C4 1.151
12 H 0.67479 1.00776 1.80595  C4 1.145
13 H 2.10847 -1.01565 -1.37791  C5 1.062
14 H 1.35965 0.61043 -1.69766  C5 1.044
15 H 1.60467 -0.80684 0.95182  C6 1.102

As for the highest occupied orbital energy: -8.5 eV. As for the frontier orbital gap: 8.3 eV. The total energy comes out at -1157.91068 hartree. For the lowest unoccupied orbital energy, the calculation gives -0.005 hartree. As for the structure (SMILES): C=CCc1ssc1N=C=O. The calculation puts the largest force on an atom at 0.069 Eh/bohr. The energy above the lowest of the compared OMol25 structures with the same formula, charge and spin comes out at 54.2 kcal/mol.